# 1
One molecule with the formula C22H28N2O5, computed with ωB97M-V with the def2-TZVPD basis set.

XYZ file:
```
57
C22H28N2O5 | the Open Molecules 2025 dataset | ωB97M-V with the def2-TZVPD basis set
C -0.10952 -2.10969 2.65061
O -0.11520 -1.57718 1.34924
C -0.34939 -2.41887 0.29117
C -0.51843 -3.78903 0.37940
C -0.74149 -4.53471 -0.77011
C -0.79643 -3.91916 -2.00476
C -0.63194 -2.54674 -2.10805
C -0.41141 -1.79088 -0.96917
N -0.24620 -0.40384 -0.97065
C -0.24772 0.46494 -2.00353
O -0.32887 0.17231 -3.17843
C -0.11808 1.94238 -1.57904
C 1.18921 2.54772 -2.14251
O 2.30097 2.22336 -1.35086
C 2.92783 0.97952 -1.64953
C 3.73872 0.57692 -0.44719
C 3.17842 -0.21707 0.54506
C 3.90925 -0.54853 1.67221
C 5.20619 -0.08794 1.82023
C 5.76957 0.70681 0.83651
C 5.03842 1.03916 -0.29021
N -0.13155 2.15641 -0.15517
C -1.21580 2.02566 0.65301
O -1.16339 2.18827 1.84824
O -2.29038 1.67526 -0.07021
C -3.53989 1.34088 0.57802
C -4.08597 2.54478 1.34365
C -3.33760 0.14199 1.50498
C -4.46466 0.97035 -0.58174
H -1.06542 -2.58368 2.89302
H 0.04961 -1.25847 3.31081
H 0.70156 -2.83255 2.78357
H -0.47666 -4.28740 1.33491
H -0.87038 -5.60313 -0.68720
H -0.96873 -4.50269 -2.89558
H -0.67528 -2.05201 -3.06391
H -0.15412 -0.01294 -0.03977
H -0.96613 2.45683 -2.04756
H 1.31493 2.22383 -3.18210
H 1.11770 3.63851 -2.10983
H 3.57227 1.10438 -2.53197
H 2.17890 0.21328 -1.87618
H 2.16854 -0.58284 0.43569
H 3.46370 -1.16684 2.43770
H 5.77642 -0.34685 2.70019
H 6.78076 1.06973 0.94800
H 5.47625 1.66322 -1.05517
H 0.75300 2.40047 0.26980
H -5.06224 2.30483 1.75536
H -4.18433 3.39812 0.67604
H -3.41305 2.80928 2.15456
H -4.29059 -0.15469 1.93391
H -2.92609 -0.69590 0.94517
H -2.65387 0.40220 2.30864
H -5.43716 0.67224 -0.20180
H -4.58815 1.82088 -1.24679
H -4.03609 0.14909 -1.15066
```

Properties
ΔE to the lowest compared entry with this formula, charge and spin: 1.009 eV
molecular weight: 400.5 Da
Kohn-Sham gap: 0.330 Ha
total charge: 0
structure (SMILES): COc1ccccc1NC(=O)[C@H](COCc1ccccc1)NC(=O)OC(C)(C)C
HOMO level: -8.3 eV
F_max: 0.73 eV/Å
electronic energy: -36487.3804 eV

Let us look at the Mulliken charges, expressed in e, one per atom: atom 1 (C): -1.19, atom 2 (O): -0.14, atom 3 (C): 0.61, atom 4 (C): -0.64, atom 5 (C): -0.74, atom 6 (C): -0.71, atom 7 (C): -0.76, atom 8 (C): 0.01, atom 9 (N): 1.10, atom 10 (C): -0.41, atom 11 (O): -0.71, atom 12 (C): 0.89, atom 13 (C): -1.18, atom 14 (O): -0.40, atom 15 (C): -0.14, atom 16 (C): -0.02, atom 17 (C): 0.06, atom 18 (C): -0.66, atom 19 (C): -0.43, atom 20 (C): -0.58, atom 21 (C): -0.50, atom 22 (N): -0.17, atom 23 (C): 0.48, atom 24 (O): -0.67, atom 25 (O): -0.24, atom 26 (C): 1.58, atom 27 (C): -1.74, atom 28 (C): -1.53, atom 29 (C): -1.74, atom 30 (H): 0.41, atom 31 (H): 0.27, atom 32 (H): 0.38, atom 33 (H): 0.47, atom 34 (H): 0.40, atom 35 (H): 0.41, atom 36 (H): 0.55, atom 37 (H): -0.01, atom 38 (H): 0.44, atom 39 (H): 0.40, atom 40 (H): 0.46, atom 41 (H): 0.45, atom 42 (H): 0.10, atom 43 (H): 0.42, atom 44 (H): 0.40, atom 45 (H): 0.39, atom 46 (H): 0.37, atom 47 (H): 0.42, atom 48 (H): 0.26, atom 49 (H): 0.47, atom 50 (H): 0.38, atom 51 (H): 0.38, atom 52 (H): 0.53, atom 53 (H): 0.23, atom 54 (H): 0.38, atom 55 (H): 0.44, atom 56 (H): 0.39, atom 57 (H): 0.37


# 2
C22H28N2S3V as an isolated structure at a distorted geometry, computed with ωB97M-V with the def2-TZVPD basis set.

XYZ file:
```
56
C22H28N2S3V | the Open Molecules 2025 dataset | ωB97M-V with the def2-TZVPD basis set
V 0.65372 0.16496 -0.28994
C 2.06075 -1.98047 2.55672
C 1.21398 -1.34138 3.64840
S -0.37992 -0.78117 3.03519
C -0.44923 0.91645 3.60714
C 0.64260 1.87528 3.15473
S 0.96457 2.04420 1.36659
C 2.77109 1.83063 1.33699
C 3.29701 0.48927 1.85201
S 2.44998 -0.94091 1.11684
H 1.56026 -2.85040 2.12887
H 3.01231 -2.33478 2.95403
H 1.73965 -0.51518 4.12536
H 1.06438 -2.09132 4.42636
H -0.45166 0.92953 4.69875
H -1.43387 1.28070 3.30641
H 1.59137 1.61391 3.61952
H 0.39475 2.87995 3.49513
H 3.22131 2.64725 1.90194
H 3.06318 1.99735 0.29713
H 3.19015 0.41339 2.93193
H 4.36109 0.41416 1.63457
C -2.54717 1.71081 -2.06688
C -1.12520 2.17856 -1.93140
C -0.83969 3.45291 -1.42789
C 0.45274 3.94365 -1.41032
C 1.51162 3.16339 -1.87465
C 1.25410 1.88979 -2.35713
C -0.06181 1.39722 -2.38264
H -3.14323 1.97399 -1.19219
H -2.60984 0.63452 -2.22878
H -3.01043 2.19987 -2.92649
H -1.65722 4.07377 -1.08116
H 0.64180 4.94465 -1.04393
H 2.51953 3.55802 -1.88824
H 2.06240 1.31108 -2.79256
H -0.29069 0.47069 -2.90011
N 1.14268 -1.42613 -1.78128
C -0.05050 -2.25821 -1.97575
C -0.09742 -3.28566 -2.86505
C -1.28072 -4.04836 -3.01928
C -2.38783 -3.74991 -2.28388
C -2.36361 -2.67444 -1.35911
C -3.49464 -2.29523 -0.59919
C -3.41943 -1.22667 0.24165
C -2.19779 -0.54724 0.34786
N -1.10632 -0.87497 -0.31654
C -1.18413 -1.93748 -1.19705
H 1.46589 -1.09217 -2.68693
H 1.90006 -2.00869 -1.42735
H 0.77719 -3.52258 -3.46019
H -1.29816 -4.86342 -3.72933
H -3.29957 -4.32189 -2.40168
H -4.41901 -2.84976 -0.70984
H -4.26707 -0.89525 0.82384
H -2.11405 0.31375 0.99881
```

Properties
ΔE to the lowest compared entry with this formula, charge and spin: 1.163 eV
molecular weight: 467.6 Da
Kohn-Sham gap (alpha / beta): 0.299 / 0.309 Ha
total charge: +2
HOMO level (alpha / beta): -14.1 / -14.5 eV
F_max: 1.00 eV/Å
electronic energy: -84430.3402 eV
multiplicity: 4

Let us look at the Mulliken charges, expressed in e, one per atom: atom 1 (V): 0.36, atom 2 (C): -0.77, atom 3 (C): -0.90, atom 4 (S): 0.04, atom 5 (C): -0.88, atom 6 (C): -0.87, atom 7 (S): 0.22, atom 8 (C): -0.96, atom 9 (C): -0.81, atom 10 (S): -0.03, atom 11 (H): 0.43, atom 12 (H): 0.52, atom 13 (H): 0.41, atom 14 (H): 0.53, atom 15 (H): 0.52, atom 16 (H): 0.42, atom 17 (H): 0.42, atom 18 (H): 0.54, atom 19 (H): 0.56, atom 20 (H): 0.34, atom 21 (H): 0.43, atom 22 (H): 0.58, atom 23 (C): -1.57, atom 24 (C): 0.82, atom 25 (C): -0.66, atom 26 (C): -0.45, atom 27 (C): -0.62, atom 28 (C): -0.22, atom 29 (C): -0.86, atom 30 (H): 0.38, atom 31 (H): 0.26, atom 32 (H): 0.45, atom 33 (H): 0.47, atom 34 (H): 0.47, atom 35 (H): 0.54, atom 36 (H): 0.43, atom 37 (H): 0.85, atom 38 (N): -0.38, atom 39 (C): -0.02, atom 40 (C): -0.68, atom 41 (C): -0.75, atom 42 (C): -0.97, atom 43 (C): 0.83, atom 44 (C): -0.81, atom 45 (C): -1.16, atom 46 (C): -0.55, atom 47 (N): 0.90, atom 48 (C): 0.19, atom 49 (H): 0.35, atom 50 (H): 0.39, atom 51 (H): 0.51, atom 52 (H): 0.43, atom 53 (H): 0.47, atom 54 (H): 0.47, atom 55 (H): 0.51, atom 56 (H): 0.85


# 3
An isolated ion of composition C22H28N3 and charge +1 at a distorted geometry, computed with ωB97M-V with the def2-TZVPD basis set.

XYZ file:
```
53
C22H28N3 | the Open Molecules 2025 dataset | ωB97M-V with the def2-TZVPD basis set
C -5.49839 0.02472 2.02531
C -4.00173 0.18702 1.93755
C -3.16024 -0.93835 1.98252
C -1.76771 -0.79716 1.97660
C -0.96393 -2.01046 2.31440
C -1.21472 0.46544 1.70774
N 0.18595 0.64805 1.44232
C 1.05845 1.18499 2.39227
C 2.29774 0.71641 2.12105
N 2.24984 0.02774 0.93128
C 3.42459 -0.51286 0.31101
C 0.98358 -0.00680 0.39203
C 1.12570 -0.63352 -1.11573
C 1.30181 0.42505 -2.07601
C 1.23066 0.22916 -3.49815
C 1.58786 1.21169 -4.41067
C 2.02077 2.45171 -3.91351
C 1.99026 2.73390 -2.54313
C 1.61042 1.73892 -1.64876
N 1.29003 -1.97206 -1.47296
C 0.32007 -2.94057 -0.96803
C 1.94429 -2.51480 -2.70023
C -2.02389 1.60384 1.68365
C -1.44638 2.95806 1.52024
C -3.41158 1.44845 1.76129
H -5.75242 -1.03199 2.17762
H -5.91698 0.60202 2.85945
H -5.99767 0.37207 1.11073
H -3.59705 -1.93951 1.99659
H -1.62437 -2.89905 2.24280
H -0.11922 -2.18268 1.64645
H -0.57454 -1.99670 3.34757
H 0.72677 1.77267 3.26765
H 3.21740 0.72479 2.72835
H 3.19145 -1.10843 -0.59181
H 4.11890 0.27131 0.01424
H 3.90218 -1.15209 1.03902
H 0.52336 -1.06705 0.31549
H 0.74348 -0.68687 -3.89606
H 1.50541 1.05041 -5.48278
H 2.38503 3.19714 -4.59177
H 2.19758 3.72227 -2.13614
H 1.40786 1.96125 -0.57927
H 0.47903 -3.93185 -1.41757
H 0.39772 -3.04438 0.12257
H -0.68573 -2.55401 -1.22364
H 2.27689 -3.56606 -2.56842
H 1.22528 -2.57608 -3.53245
H 2.82760 -1.99059 -3.05887
H -2.28405 3.65886 1.39324
H -0.86768 3.29230 2.39021
H -0.80317 3.05061 0.63733
H -4.03651 2.32303 1.63740
```

Properties
ΔE to the lowest compared entry with this formula, charge and spin: 6.198 eV
molecular weight: 334.5 Da
Kohn-Sham gap: 0.175 Ha
total charge: +1
structure (SMILES): Cc1cc(C)c(N2C=CN(C)[C@@H]2C(c2ccccc2)=[N+](C)C)c(C)c1
HOMO level: -9.5 eV
F_max: 5.43 eV/Å
electronic energy: -27726.6546 eV

Let us look at the Mulliken charges, expressed in e, one per atom: atom 1 (C): -1.35, atom 2 (C): 0.54, atom 3 (C): -1.31, atom 4 (C): 1.20, atom 5 (C): -1.05, atom 6 (C): -0.06, atom 7 (N): 1.18, atom 8 (C): 0.03, atom 9 (C): -1.04, atom 10 (N): 0.38, atom 11 (C): -0.95, atom 12 (C): 1.74, atom 13 (C): -0.33, atom 14 (C): 0.79, atom 15 (C): -0.16, atom 16 (C): -0.85, atom 17 (C): -0.35, atom 18 (C): -0.94, atom 19 (C): -0.17, atom 20 (N): 0.24, atom 21 (C): -0.95, atom 22 (C): -1.25, atom 23 (C): 1.20, atom 24 (C): -1.40, atom 25 (C): -1.04, atom 26 (H): 0.35, atom 27 (H): 0.34, atom 28 (H): 0.32, atom 29 (H): 0.24, atom 30 (H): 0.30, atom 31 (H): -0.13, atom 32 (H): 0.31, atom 33 (H): 0.44, atom 34 (H): 0.47, atom 35 (H): 0.32, atom 36 (H): 0.35, atom 37 (H): 0.45, atom 38 (H): -2.31, atom 39 (H): 0.36, atom 40 (H): 0.43, atom 41 (H): 0.43, atom 42 (H): 0.44, atom 43 (H): 0.20, atom 44 (H): 0.40, atom 45 (H): 0.32, atom 46 (H): 0.28, atom 47 (H): 0.42, atom 48 (H): 0.50, atom 49 (H): 0.38, atom 50 (H): 0.41, atom 51 (H): 0.29, atom 52 (H): 0.21, atom 53 (H): 0.38


# 4
One molecule with the formula C22H28N4O4, computed with ωB97M-V with the def2-TZVPD basis set.

XYZ file:
```
58
C22H28N4O4 | the Open Molecules 2025 dataset | ωB97M-V with the def2-TZVPD basis set
C -4.70253 -2.40981 -2.31098
O -3.90193 -1.77374 -1.34712
C -4.08987 -2.09989 -0.02355
C -5.00380 -3.02766 0.44149
C -5.10909 -3.28009 1.80270
C -4.30254 -2.60793 2.69809
C -3.38264 -1.67546 2.24580
C -3.26664 -1.41045 0.89041
N -2.37193 -0.48814 0.35028
C -1.48821 0.33257 1.00529
O -1.32157 0.35112 2.20686
N -0.80239 1.12356 0.11406
C 0.19584 2.04293 0.40579
C 0.23992 2.72047 1.62223
C 1.20818 3.67425 1.85387
C 2.13775 3.98307 0.87310
C 2.12046 3.29814 -0.32437
C 1.17247 2.30906 -0.57212
C 1.20840 1.50506 -1.81822
O 0.20457 1.01644 -2.33734
N 2.43551 1.33997 -2.35273
C 2.68330 0.42596 -3.43997
C 3.56247 -0.75208 -3.01516
C 2.95124 -1.54540 -1.85703
N 2.98003 -0.79665 -0.61469
C 4.25481 -0.82207 0.07142
C 4.25588 0.31815 1.10666
O 2.94987 0.67353 1.49242
C 2.12940 -0.45783 1.65000
C 1.91994 -1.17771 0.30321
H -4.39048 -1.99812 -3.26983
H -4.54422 -3.49311 -2.31381
H -5.76494 -2.19752 -2.15450
H -5.64232 -3.56235 -0.24394
H -5.82794 -4.00647 2.15042
H -4.38416 -2.80364 3.75614
H -2.75003 -1.14376 2.93588
H -2.43673 -0.41247 -0.65607
H -0.83444 0.89731 -0.88261
H -0.49143 2.48456 2.37712
H 1.22911 4.19368 2.80024
H 2.87751 4.75031 1.04627
H 2.83858 3.55406 -1.09102
H 3.22732 1.57938 -1.77786
H 3.16755 0.96462 -4.26341
H 1.70673 0.07188 -3.77986
H 4.54942 -0.38148 -2.73163
H 3.68851 -1.41672 -3.87124
H 3.47293 -2.51332 -1.75621
H 1.90576 -1.75390 -2.09586
H 4.42286 -1.79505 0.56971
H 5.06585 -0.67275 -0.64232
H 4.69114 1.23003 0.69101
H 4.84540 0.01779 1.98810
H 1.18354 -0.09584 2.05396
H 2.58155 -1.14508 2.38124
H 1.89567 -2.26983 0.47187
H 0.96991 -0.88123 -0.14579
```

Properties
ΔE to the lowest compared entry with this formula, charge and spin: 1.201 eV
molecular weight: 412.5 Da
Kohn-Sham gap: 0.314 Ha
total charge: 0
structure (SMILES): COc1ccccc1NC(=O)Nc1ccccc1C(=O)NCCCN1CCOCC1
HOMO level: -7.8 eV
F_max: 0.63 eV/Å
electronic energy: -37419.7346 eV

Let us look at the Mulliken charges, expressed in e, one per atom: atom 1 (C): -0.93, atom 2 (O): -0.44, atom 3 (C): 0.58, atom 4 (C): -0.43, atom 5 (C): -0.72, atom 6 (C): -0.78, atom 7 (C): -0.47, atom 8 (C): 0.29, atom 9 (N): 0.00, atom 10 (C): 0.45, atom 11 (O): -0.70, atom 12 (N): -0.09, atom 13 (C): -0.36, atom 14 (C): -0.46, atom 15 (C): -0.67, atom 16 (C): -0.84, atom 17 (C): -0.29, atom 18 (C): 0.88, atom 19 (C): 0.31, atom 20 (O): -0.82, atom 21 (N): -0.07, atom 22 (C): -0.87, atom 23 (C): -0.69, atom 24 (C): -1.03, atom 25 (N): 0.90, atom 26 (C): -0.83, atom 27 (C): -0.66, atom 28 (O): -0.28, atom 29 (C): -0.62, atom 30 (C): -0.88, atom 31 (H): 0.26, atom 32 (H): 0.35, atom 33 (H): 0.36, atom 34 (H): 0.39, atom 35 (H): 0.38, atom 36 (H): 0.37, atom 37 (H): 0.51, atom 38 (H): 0.34, atom 39 (H): 0.45, atom 40 (H): 0.43, atom 41 (H): 0.41, atom 42 (H): 0.42, atom 43 (H): 0.57, atom 44 (H): 0.25, atom 45 (H): 0.36, atom 46 (H): 0.44, atom 47 (H): 0.26, atom 48 (H): 0.41, atom 49 (H): 0.44, atom 50 (H): 0.42, atom 51 (H): 0.33, atom 52 (H): 0.33, atom 53 (H): 0.38, atom 54 (H): 0.31, atom 55 (H): 0.19, atom 56 (H): 0.39, atom 57 (H): 0.51, atom 58 (H): 0.27